Density functional theory data (wB97M-V/def2-TZVPD) for 8 unconnected molecules or ions with the total composition C39H99N5O13 at a distorted geometry.

Values from the calculation:
energy: -2796.56019 Eh
highest occupied orbital energy (spin up / spin down): -10.1559 / -10.1559 eV
lowest unoccupied orbital energy (spin up / spin down): -2.856 / -8.095 eV
2S+1: 2
charge: +1

Structure (XYZ):
```
156
Properties=species:S:1:pos:R:3:forces:R:3
C -5.10125 2.85674 0.44385 1.4620 0.5004 -1.0199
C -5.88872 1.55765 0.38262 2.0414 0.3764 2.1348
C -5.29635 0.53113 1.41644 0.4321 0.6157 -1.5220
O -7.08064 1.96713 0.89990 -3.4305 -0.5363 0.3312
H -5.64998 3.74605 0.13381 -0.5062 -0.3682 -0.6883
H -4.21980 2.80882 -0.19557 0.3902 0.1498 0.2412
H -4.84908 3.19848 1.44771 0.3230 -0.7820 0.2641
H -5.96810 1.13038 -0.61700 0.1059 -0.0952 -0.0716
H -5.09832 1.00508 2.37782 -0.3996 0.1317 -0.0376
H -4.31917 0.26369 1.01431 0.1566 -0.3775 0.0856
H -5.91278 -0.36217 1.51706 -0.0848 0.0619 -0.0117
H -7.57936 2.30659 0.15315 -0.4535 0.2752 0.2498
C -1.12479 0.01598 1.60716 0.6205 -0.4805 -0.0893
C 0.06744 0.58507 2.41052 -0.9199 0.8397 -1.4292
C 1.15808 1.04289 1.42530 0.1488 0.1910 1.3273
O -0.36432 1.75609 3.13971 0.6099 -0.6794 -0.6402
H -1.35065 0.65740 0.75530 -0.2199 0.3175 0.2405
H -2.02224 -0.19475 2.18878 -0.0402 0.3168 0.2351
H -0.84586 -0.93081 1.14468 0.2192 -0.2255 0.0684
H 0.46023 -0.14199 3.12130 0.0120 -0.1562 -0.0779
H 1.61348 0.20112 0.90362 -0.0467 0.0616 -0.1196
H 1.89015 1.54948 2.05422 0.4729 -0.1847 -0.0819
H 0.83827 1.83889 0.75284 -0.4528 -0.3055 -0.2110
H -0.83907 1.41211 3.89991 -0.5202 -0.1821 0.4811
C -1.47522 4.17623 0.86460 -0.2836 -0.0077 -0.1942
C -1.29540 4.88079 2.24014 -0.0139 -1.8340 -0.9340
C -2.37681 4.54851 3.26284 -0.4053 1.3742 -0.0248
O -0.07647 4.44359 2.78523 0.9391 0.9158 0.0473
H -1.38689 3.09074 0.90927 -0.1201 -0.1873 0.6430
H -0.71494 4.42287 0.12349 0.1272 0.5822 0.2424
H -2.44166 4.35079 0.39171 -0.1197 0.2960 0.1200
H -1.22657 5.95593 2.07445 -0.0790 0.0166 0.1527
H -2.38360 3.54518 3.68872 0.2194 -0.1524 -0.4942
H -3.36213 4.81689 2.88179 -0.2031 -0.1998 -0.0040
H -2.17973 5.24167 4.08063 -0.1314 -0.1123 0.3007
H -0.08927 3.48400 2.76017 0.0236 -0.4122 0.2000
C 4.24532 -1.45841 0.44603 0.6634 -1.0097 -1.1251
O 2.96844 -1.91879 0.01566 -0.1051 1.2914 0.6732
C 2.64773 -3.27714 0.24800 -0.8110 1.0237 -0.0705
C 1.20763 -3.39069 -0.24211 0.3068 0.6500 -1.0700
N 1.09545 -3.30265 -1.73114 -1.5788 -1.4305 0.5586
C -0.36358 -3.23372 -2.12229 1.3115 0.1861 0.6251
C -0.46276 -3.28672 -3.65720 -0.3314 -0.6482 0.7911
O -1.77910 -3.11862 -4.17998 -0.6588 -0.7064 0.2547
C -2.59476 -4.32824 -4.21077 0.4665 1.1998 0.4427
H 4.86672 -1.68798 -0.41957 0.8959 -0.1193 0.3093
H 4.62990 -1.95368 1.33761 -0.1570 -0.2892 0.0533
H 4.40003 -0.39069 0.60141 -1.1203 0.1695 -0.0269
H 2.65492 -3.43353 1.32670 0.2018 -0.4254 0.2048
H 3.31538 -3.96191 -0.27492 0.1223 -0.0981 -0.0150
H 0.64356 -2.54397 0.14901 0.0282 0.2807 0.5827
H 0.75903 -4.27106 0.21813 -0.1064 -0.4488 -0.6486
H 1.47348 -2.43049 -2.07252 0.3470 0.2344 0.4451
H -0.80218 -2.35291 -1.65335 -0.1979 0.7036 -0.4062
H -0.90442 -4.01944 -1.59480 0.0714 -0.6553 -0.4193
H -0.04302 -4.25864 -3.91660 -0.0599 -0.2058 -0.3331
H 0.20333 -2.54450 -4.09711 -0.2894 0.2465 0.0088
H -2.06190 -5.08278 -4.78941 -0.3739 -0.1780 0.0168
H -3.59928 -4.09178 -4.56167 0.4102 0.3420 -1.0017
H -2.90051 -4.68401 -3.22688 0.9090 -0.3072 0.5423
C 1.68091 4.08814 -1.53689 -0.5841 0.4188 -0.8716
O 1.94673 4.65416 -2.83251 0.2053 -1.4412 -0.0006
C 1.79598 3.66838 -3.89893 0.1829 0.1041 0.8254
C 2.48863 4.21180 -5.12424 -0.4436 -1.0159 -0.7372
N 2.61059 3.19738 -6.26660 -0.5256 1.2190 0.6121
C 3.00197 3.89699 -7.47753 -1.0272 0.4178 -1.0263
C 3.19366 2.99227 -8.72085 0.6489 1.0025 1.6236
O 3.65081 3.85327 -9.74966 -0.0950 -0.1901 -0.0027
C 4.53816 3.19395 -10.62599 -0.3111 -0.2118 -0.2961
H 0.67565 3.66700 -1.52306 -0.3024 -0.1188 -0.0543
H 1.67878 4.89291 -0.80174 0.3439 -0.0510 -0.0958
H 2.35106 3.27389 -1.26119 0.4227 0.1172 -0.0525
H 0.73141 3.50709 -4.06861 -0.1617 -0.0090 -0.1339
H 2.22008 2.69219 -3.66377 0.2050 -0.0102 0.5514
H 3.42845 4.65590 -4.79621 0.2065 0.0279 -0.2574
H 1.78771 4.99537 -5.41206 0.5216 0.2324 -0.7817
H 3.33363 2.49841 -6.17304 0.1149 -0.0935 1.1043
H 3.89785 4.49818 -7.32237 0.3101 0.0313 -0.2051
H 2.20788 4.58421 -7.76951 -0.0715 0.2777 0.2296
H 2.28252 2.44373 -8.95966 -0.0334 0.0170 -0.2265
H 3.97289 2.30437 -8.39267 0.2386 -0.5346 -0.5203
H 5.42798 2.87110 -10.08553 0.1362 -0.1641 -0.0470
H 4.83301 3.82481 -11.46455 -0.0983 0.3989 0.3313
H 4.02571 2.34655 -11.08141 0.1347 -0.3918 0.0296
C 0.72208 -2.92989 4.10179 0.6056 -0.8293 0.5734
O -0.52236 -2.66254 3.53338 -2.2105 -0.0225 -0.9498
C -1.56035 -3.60944 3.84013 0.6822 0.8491 -0.0779
C -2.88710 -3.32461 3.06281 2.8625 -1.6539 1.0372
N -3.97314 -4.15284 3.66997 0.3021 4.5619 -2.7666
C -5.23002 -3.87715 2.93130 0.9801 -1.8937 0.1184
C -5.09074 -4.33673 1.47336 -0.5550 -0.0837 -2.4008
O -4.52846 -3.42780 0.50009 0.1087 0.4071 1.4568
C -4.40927 -3.93249 -0.84274 -0.2160 -0.3588 0.5827
H 1.39374 -2.09246 3.91289 -0.2901 0.0780 0.1962
H 1.20333 -3.81797 3.69213 -0.0787 -0.2124 -0.4521
H 0.61831 -3.15817 5.16256 0.1259 0.4667 0.3201
H -1.82625 -3.46763 4.88765 0.2075 -0.4262 0.5089
H -1.18577 -4.61085 3.62809 -0.1748 -0.2370 0.1974
H -2.69087 -3.50157 2.00533 -0.8115 -0.2751 -0.1750
H -3.00184 -2.24408 3.14878 -1.0125 0.2977 0.2481
H -3.98099 -4.11689 4.67930 -0.0299 -0.7379 0.5780
H -5.47149 -2.81521 2.97680 0.1602 0.2343 0.1614
H -5.97495 -4.47273 3.45900 -0.3954 0.2003 -0.3856
H -6.10837 -4.53541 1.13709 -0.3410 -0.0680 0.1983
H -4.57021 -5.28103 1.31381 0.1752 -0.2952 0.7454
H -3.60070 -3.39913 -1.34258 -0.1239 0.0846 0.1853
H -5.34221 -3.81687 -1.39444 -0.0797 0.1834 0.0509
H -4.18191 -4.99827 -0.81987 0.1907 -0.1435 -0.0233
C 9.39955 -0.12804 -2.90140 -0.3175 0.1508 0.3655
O 7.98413 -0.28413 -2.69979 0.7817 -0.5162 -0.0164
C 7.40643 -0.86294 -3.87326 -0.2163 -0.1869 0.3046
C 6.09651 -1.60400 -3.60454 -0.5779 0.8961 -0.8500
N 5.02746 -0.64407 -3.50029 -1.1696 1.3906 0.3271
C 3.69299 -1.17418 -3.17020 1.4199 0.1593 0.0183
C 2.63173 -0.07244 -3.20513 0.4572 -0.2835 -0.2757
O 1.44650 -0.56949 -2.64450 0.3016 -0.1218 0.5797
C 0.40808 0.36635 -2.59664 -0.9147 -0.5323 -1.7706
H 9.61765 0.37398 -3.84400 -0.0755 -0.1754 -0.2774
H 9.90108 -1.09374 -2.83826 -0.0008 -0.1485 -0.2883
H 9.85825 0.49976 -2.13749 -0.5199 0.0254 0.2768
H 8.05139 -1.59537 -4.35873 0.5345 0.1047 0.1216
H 7.25578 -0.00545 -4.52908 -0.3395 -0.3187 -0.5575
H 6.14435 -2.33318 -2.79578 0.2971 -0.0251 0.3979
H 5.78077 -2.13586 -4.50205 0.6744 -0.5228 -0.1966
H 5.22024 0.05311 -2.79539 0.3822 0.1514 0.1164
H 3.83870 -1.66505 -2.20796 -1.0330 -0.1877 0.1810
H 3.45570 -1.91719 -3.93161 -0.2313 -0.1791 0.0847
H 2.50540 0.18871 -4.25581 -0.3278 0.0359 -0.3320
H 2.87294 0.87953 -2.73219 0.6168 -0.0906 0.4891
H -0.49544 -0.23239 -2.48141 -0.1304 0.3080 0.8292
H 0.26364 0.73245 -3.61311 0.0833 0.5436 -0.2743
H 0.50132 1.24176 -1.95394 0.2776 -0.3252 0.4990
C -6.16241 -0.72361 4.94505 -0.0449 0.3896 -0.1860
O -5.27566 0.03947 5.72584 1.8720 -0.0175 -0.2778
C -3.91662 -0.06354 5.18761 0.0533 1.1104 0.6745
C -2.86748 0.92803 5.86973 -1.9970 -0.6724 -0.9914
N -1.50397 0.55587 5.55806 -1.3366 -0.9543 -1.3337
C -0.54217 1.37639 6.21324 -0.0059 0.3326 1.3289
C 0.86080 0.78492 6.15098 -0.4628 1.0884 0.8415
O 1.05722 -0.34013 6.98798 -0.2291 -1.0992 -1.3614
C 1.00072 -0.13848 8.38526 0.0973 0.8867 -0.7869
H -6.35565 -0.24380 3.98561 0.0356 0.0612 -0.1984
H -7.12532 -0.83441 5.44367 0.2288 0.0134 0.2532
H -5.72366 -1.70203 4.74932 -0.0615 -0.4341 0.0776
H -3.90716 0.18179 4.12562 -0.2276 0.0306 -0.2254
H -3.55272 -1.08841 5.26059 -0.0239 -0.4905 0.3436
H -3.07895 0.98425 6.93754 0.0172 0.0708 0.2204
H -3.10795 1.87644 5.38932 0.2040 0.3493 0.3987
H -1.41457 -0.42822 5.76702 0.5814 -0.1122 0.2120
H -0.89606 1.51115 7.23534 0.4255 0.0723 0.6219
H -0.60804 2.38834 5.81358 0.4193 0.0381 -0.3862
H 1.55937 1.55761 6.47200 0.1836 0.2327 -0.1552
H 1.01794 0.58498 5.09106 0.5100 -0.6678 0.2277
H 1.47865 -0.99599 8.85892 -0.2723 0.1061 0.0169
H -0.03246 0.02983 8.68907 -0.0197 -0.2690 0.4062
H 1.56025 0.77448 8.58907 0.1644 0.0742 0.4956
```
Positions in Å, forces in eV/Å.